Record 1
DFT (ωB97M-V with the def2-TZVPD basis set) results for the molecule C3H6O2S2 at a distorted geometry.

XYZ file:
```
13
Properties=species:S:1:pos:R:3:lowdin_charge:R:1
C -0.844 -1.243 0.777 -0.01
C -0.118 -0.068 -0.944 -0.20
C 1.017 0.826 -0.417 -0.60
O -2.779 -0.563 -0.831 -0.30
O -1.782 1.191 0.694 -0.32
S 2.468 -0.118 0.103 0.72
S -1.668 0.009 -0.146 0.53
H -0.739 -2.304 0.732 0.06
H -0.261 -0.708 1.534 0.05
H -0.003 -0.736 -1.791 0.10
H 0.628 1.477 0.409 0.09
H 1.278 1.476 -1.168 0.03
H 2.803 0.761 1.049 -0.14
```

Calculated values
- Energy relative to the best compared isomer or geometry (same formula, charge and spin): 100.7 kcal per mole
- HOMO: -9.7 eV
- Electronic energy: -28969.927 eV
- Spin multiplicity: 1

***

Record 2
DFT (ωB97M-V with the def2-TZVPD basis set) results for a structure of composition C4H12FO4Sr at a distorted geometry.

XYZ file:
```
22
Properties=species:S:1:pos:R:3:lowdin_charge:R:1
Sr 4.878 3.521 -2.503 1.79
F 2.117 1.103 -1.365 -0.75
C 0.959 -1.485 2.936 -0.19
C 2.260 -2.127 2.505 -0.24
O 2.313 -2.244 1.085 -0.08
O 0.882 -0.085 2.477 -0.09
H 1.037 -1.437 4.022 0.11
H 0.024 -1.925 2.589 0.12
H 2.393 -3.093 2.991 0.12
H 3.160 -1.540 2.685 0.12
H 2.293 -1.365 0.700 0.06
H 1.239 0.019 1.592 0.05
C -2.911 1.771 -2.164 -0.20
C -2.640 0.239 -1.847 -0.23
O -1.484 -0.245 -2.481 -0.07
O -1.921 2.628 -1.555 -0.09
H -3.924 1.990 -1.827 0.11
H -2.920 2.044 -3.219 0.11
H -3.499 -0.378 -2.113 0.11
H -2.504 0.091 -0.776 0.11
H -0.729 0.223 -2.116 0.06
H -1.023 2.295 -1.615 0.06
```

Calculated values
- Total charge: +1
- Energy relative to the best compared isomer or geometry (same formula, charge and spin): 107.1 kcal per mole
- HOMO: -11.2 eV
- Electronic energy: -16073.521 eV
- Spin multiplicity: 1

***

Record 3
DFT (ωB97M-V with the def2-TZVPD basis set) results for a structure of composition C46H38I2N3O3V at a distorted geometry.

XYZ file:
```
93
Properties=species:S:1:pos:R:3:lowdin_charge:R:1
V 0.361 -0.228 0.495 1.14
I 7.858 -1.995 1.510 0.98
C 5.827 -1.672 1.263 -0.72
C 4.985 -2.753 1.016 -0.20
C 3.636 -2.522 0.822 -0.62
I 2.342 -4.113 0.460 1.03
C 3.154 -1.224 0.867 -0.31
O 1.825 -0.965 0.634 -0.26
C 3.968 -0.138 1.156 -0.12
C 3.451 1.288 1.207 -0.11
N 2.077 1.445 1.704 -0.04
C 1.983 1.402 3.159 -0.11
C 1.064 0.328 3.673 -0.22
C 0.928 0.149 5.041 0.01
C 0.168 -0.898 5.520 -0.01
C -0.419 -1.767 4.610 -0.01
C -0.260 -1.511 3.271 -0.09
N 0.444 -0.463 2.797 0.07
C 5.320 -0.383 1.349 -0.09
H 5.376 -3.761 0.978 0.09
H 3.499 1.719 0.207 0.10
H 4.139 1.872 1.824 0.14
H 1.713 2.323 1.354 0.10
H 1.678 2.368 3.564 0.15
H 2.968 1.193 3.579 0.14
H 1.434 0.827 5.718 0.13
H 0.046 -1.046 6.586 0.13
H -1.000 -2.621 4.928 0.13
H -0.705 -2.171 2.544 0.10
H 5.982 0.446 1.573 0.11
O 0.284 1.047 -0.572 -0.18
C 1.018 1.496 -1.764 -0.33
C 1.839 0.259 -2.179 -0.02
C 0.904 -0.918 -2.361 -0.20
C 0.764 -1.514 -3.595 0.03
C -0.177 -2.512 -3.767 0.02
C -0.973 -2.883 -2.700 0.03
C -0.801 -2.276 -1.472 -0.20
C -1.642 -2.693 -0.293 -0.04
C -2.330 -1.521 0.407 -0.34
O -1.211 -0.647 0.754 -0.23
C -3.313 -0.762 -0.473 -0.15
C -4.241 -1.471 -1.231 -0.01
C -5.217 -0.798 -1.951 -0.05
C -5.287 0.589 -1.906 -0.06
C -4.375 1.298 -1.139 -0.06
C -3.392 0.624 -0.424 -0.05
C -3.053 -1.922 1.681 -0.18
C -3.464 -3.228 1.910 -0.02
C -4.193 -3.540 3.056 -0.05
C -4.511 -2.550 3.972 -0.06
C -4.092 -1.240 3.747 -0.05
C -3.372 -0.930 2.607 -0.03
N 0.145 -1.324 -1.314 0.11
C 1.849 2.697 -1.378 -0.20
C 3.174 2.812 -1.770 -0.06
C 3.908 3.944 -1.433 -0.05
C 3.319 4.963 -0.702 -0.05
C 1.987 4.855 -0.310 -0.04
C 1.254 3.728 -0.649 -0.03
C 0.047 1.829 -2.893 -0.15
C 0.489 2.595 -3.970 -0.01
C -0.346 2.810 -5.055 -0.05
C -1.629 2.274 -5.074 -0.06
C -2.067 1.510 -4.005 -0.04
C -1.225 1.281 -2.924 -0.02
H 2.601 0.044 -1.427 0.12
H 2.336 0.462 -3.122 0.14
H 1.380 -1.179 -4.420 0.14
H -0.301 -2.985 -4.734 0.13
H -1.733 -3.645 -2.811 0.13
H -0.999 -3.192 0.440 0.12
H -2.378 -3.414 -0.629 0.12
H -4.231 -2.556 -1.248 0.12
H -5.935 -1.361 -2.535 0.12
H -6.059 1.112 -2.457 0.12
H -4.426 2.379 -1.094 0.12
H -2.694 1.191 0.177 0.12
H -3.232 -4.022 1.212 0.11
H -4.515 -4.561 3.222 0.12
H -5.090 -2.793 4.853 0.11
H -4.340 -0.460 4.458 0.12
H -3.064 0.094 2.431 0.12
H 3.648 2.028 -2.351 0.12
H 4.941 4.026 -1.745 0.12
H 3.891 5.847 -0.448 0.12
H 1.514 5.660 0.239 0.12
H 0.209 3.657 -0.368 0.13
H 1.479 3.036 -3.968 0.12
H 0.005 3.407 -5.887 0.12
H -2.280 2.454 -5.920 0.11
H -3.064 1.085 -4.005 0.11
H -1.573 0.674 -2.105 0.09
```

Calculated values
- Total charge: +2
- Energy relative to the best compared isomer or geometry (same formula, charge and spin): 22.6 kcal per mole
- HOMO: -13.3 eV
- Electronic energy: -100809.010 eV
- Spin multiplicity: 1